# 1
The following is a DFT calculation (the ωB97M-V functional and the def2-TZVPD basis) of the molecule H3NO2S2.

Element x y z (Å)
N: 1.1433 0.6524 -0.6453
O: -0.3929 -0.7123 -2.0864
O: -1.0218 -0.9873 0.3633
S: -0.8105 -0.6795 1.8755
S: -0.4423 0.2264 -0.9659
H: 1.2981 0.9077 0.2648
H: 1.8505 0.0979 -0.9880
H: -1.6244 0.4947 2.1820

Summary:
- Frontier orbital gap (spin up / spin down): 5.637 / 6.584 eV
- LUMO energy (spin up / spin down): 0.1 / -3.1 eV
- ⟨S²⟩: 2.01
- Relative energy (zero: lowest compared OMol25 entry of this formula, charge and spin): 143.4 kJ/mol
- 2S+1: 3

# 2
The following is a DFT calculation (the ωB97M-V functional and the def2-TZVPD basis) of a cluster of 29 separate species, H58O29 in total.

Element x y z (Å)
O: -4.0636 -15.1270 12.3134
H: -4.7954 -15.5225 12.8119
H: -3.2771 -15.2133 12.8988
O: -5.5842 -18.8172 13.1006
H: -4.9531 -18.9263 12.3943
H: -6.4081 -18.4544 12.7375
O: -7.0306 -14.7190 9.7706
H: -6.4688 -13.9844 9.9776
H: -7.5671 -14.7828 10.5800
O: -7.2998 -19.1008 15.5473
H: -7.9941 -18.7487 14.9759
H: -6.5611 -19.3109 14.9672
O: -6.8670 -11.0047 11.1768
H: -6.6843 -10.0765 11.4158
H: -6.1760 -11.3276 10.5556
O: -8.9880 -12.8744 15.8210
H: -8.0300 -12.7903 15.7902
H: -9.0763 -13.8100 16.0377
O: -12.9151 -13.8853 11.0597
H: -12.5032 -13.7208 11.9179
H: -13.5320 -14.6386 11.2003
O: -3.5944 -15.0182 7.6143
H: -4.1602 -15.7611 7.9538
H: -4.2703 -14.4097 7.3719
O: -10.5978 -14.8676 9.6651
H: -11.3907 -14.4981 10.0641
H: -9.9521 -14.1389 9.6114
O: -8.1437 -14.5939 12.1244
H: -9.0099 -14.2389 12.3322
H: -7.4655 -13.9866 12.5159
O: -10.4629 -15.7592 14.9456
H: -10.0422 -16.5051 14.5083
H: -11.3569 -15.9214 15.2581
O: -4.7089 -13.8248 16.2343
H: -4.4798 -13.0625 16.7603
H: -4.7828 -13.5370 15.3196
O: -5.1304 -12.5782 9.8457
H: -5.2619 -12.9531 8.9729
H: -4.1849 -12.5962 10.0189
O: -9.0518 -12.3739 9.3510
H: -9.5031 -11.5191 9.3436
H: -8.1431 -12.2329 9.7019
O: -10.0399 -17.1698 10.9214
H: -10.1645 -16.3606 10.4248
H: -9.4887 -17.8151 10.4373
O: -1.5461 -15.7209 14.0336
H: -1.4153 -16.6655 14.1985
H: -1.8590 -15.4125 14.8889
O: -2.6664 -12.8452 11.2674
H: -2.0112 -12.9737 10.5433
H: -3.0570 -13.6930 11.5758
O: -8.4595 -17.3484 13.4125
H: -7.7742 -16.6553 13.3297
H: -8.9195 -17.2600 12.5566
O: -3.4674 -19.3748 11.1338
H: -3.4511 -19.9187 10.3209
H: -2.6287 -19.4624 11.5452
O: -7.0457 -15.2993 6.1949
H: -6.4783 -16.0539 6.4033
H: -7.8988 -15.6437 6.5363
O: -6.3052 -12.7692 13.1240
H: -6.5717 -12.0075 12.5836
H: -5.5853 -13.1753 12.6499
O: -10.7892 -13.4371 13.2236
H: -10.6469 -14.1914 13.8140
H: -10.6814 -12.7161 13.8388
O: -6.0370 -16.3949 13.9974
H: -5.7517 -17.3114 13.8556
H: -6.4270 -16.4101 14.8908
O: -6.0321 -12.9697 7.3183
H: -6.3106 -13.8921 7.0800
H: -6.7613 -12.4622 6.9576
O: -5.3967 -16.5933 8.8133
H: -4.9457 -17.3171 9.2616
H: -5.7927 -15.9207 9.4024
O: -11.5178 -11.2126 8.1742
H: -10.9702 -12.0160 8.1188
H: -12.4017 -11.5540 8.3249
O: -8.2100 -17.9058 8.5034
H: -8.8137 -17.5589 7.8538
H: -7.3844 -17.4249 8.5538
O: -1.4684 -12.9155 8.1372
H: -2.0852 -13.6649 7.9747
H: -0.8405 -13.0793 7.4191
O: -9.7537 -16.0836 7.1120
H: -10.4835 -15.8025 6.5370
H: -9.9534 -15.6255 7.9755

Summary:
- Frontier orbital gap: 10.650 eV
- LUMO energy: -0.2 eV
- Relative energy (zero: lowest compared OMol25 entry of this formula, charge and spin): 87.3 kJ/mol

# 3
The following is a DFT calculation (the ωB97M-V functional and the def2-TZVPD basis) of the molecule C6H10ClF4O3P.

Element x y z (Å)
C: 1.9195 0.9811 -1.3869
C: 2.3616 -0.4950 -1.2465
O: 1.1694 -1.3569 -1.2933
P: 0.4688 -1.9279 -0.0489
O: 1.2536 -2.0376 1.1999
O: -1.0360 -1.4507 0.1110
C: -1.5981 -0.9890 1.2880
C: -2.2987 0.2800 1.0083
C: 0.1912 -3.6570 -0.7181
F: -0.2039 -4.4236 0.3454
F: 1.3350 -4.0917 -1.2088
C: -1.0134 -3.9170 -1.7556
F: -2.1481 -4.0070 -1.0669
F: -1.0370 -2.8281 -2.5431
Cl: -0.9105 -5.2721 -2.7988
H: 1.2756 1.3042 -2.2141
H: 1.3868 1.1870 -0.4483
H: 2.7626 1.6031 -1.5006
H: 2.8314 -0.8110 -0.2719
H: 3.0483 -0.7252 -2.1340
H: -2.4363 -1.6128 1.5699
H: -0.9180 -0.9021 2.0696
H: -1.4419 1.0249 0.6621
H: -2.9893 0.0431 0.0621
H: -2.7836 0.7975 1.7514

Summary:
- Frontier orbital gap: 11.714 eV
- LUMO energy: 0.7 eV
- SMILES: CCOP(=O)(OCC)C(F)(F)C(F)(F)Cl
- Relative energy (zero: lowest compared OMol25 entry of this formula, charge and spin): 125.2 kJ/mol

# 4
The following is a DFT calculation (the ωB97M-V functional and the def2-TZVPD basis) of a structure of composition C22H43N2P3STc.

Element x y z (Å)
Tc: -0.0847 1.0865 0.2231
P: -1.8175 2.6412 -0.0996
P: 0.2914 0.9291 2.6449
P: -1.4470 -0.7234 0.2779
H: 2.1738 0.1034 -0.9507
C: 1.1116 -0.1604 -1.0392
C: 0.2434 0.6938 -1.8536
H: 0.6576 1.5612 -2.3847
C: -1.4653 4.3951 -0.5458
C: -2.9444 2.9358 1.3262
C: -2.9462 2.2167 -1.4708
C: 1.6028 -0.2548 3.1155
C: 0.8373 2.3924 3.6178
C: -1.1444 0.4404 3.6869
C: -1.8970 -1.5053 -1.3318
C: -3.1218 -0.6342 1.0220
C: -0.7275 -2.1846 1.1395
H: 0.9678 -1.2469 -1.0919
H: -0.5240 0.2051 -2.4617
H: -0.7745 4.4313 -1.3972
H: -1.0201 4.9464 0.2926
H: -2.4071 4.8875 -0.8273
H: -2.3862 3.3734 2.1674
H: -3.4269 2.0089 1.6594
H: -3.7170 3.6492 1.0063
H: -2.3610 2.1817 -2.3994
H: -3.6983 3.0148 -1.5419
H: -3.4416 1.2513 -1.3111
H: 1.7038 -0.2545 4.2101
H: 2.5470 0.0804 2.6640
H: 1.3714 -1.2669 2.7627
H: 0.9543 2.1035 4.6724
H: 0.0882 3.1931 3.5593
H: 1.7962 2.7676 3.2390
H: -0.8279 0.4823 4.7381
H: -1.4914 -0.5741 3.4606
H: -1.9658 1.1553 3.5375
H: -2.5281 -2.3839 -1.1418
H: -1.0063 -1.8355 -1.8785
H: -2.4557 -0.7984 -1.9572
H: -3.5372 -1.6507 1.0155
H: -3.7786 0.0164 0.4321
H: -3.0879 -0.2749 2.0552
H: -1.3891 -3.0458 0.9783
H: -0.6191 -2.0171 2.2168
H: 0.2563 -2.4245 0.7171
C: 0.3830 -6.0207 -2.1721
C: 1.1911 -7.0597 -1.6719
C: 2.0700 -7.7324 -2.5233
C: 2.1445 -7.3907 -3.8786
C: 1.3271 -6.3729 -4.3832
C: 0.4444 -5.6953 -3.5413
S: -0.6894 -5.1119 -1.1392
H: -0.4004 -5.7298 0.0350
H: 1.1225 -7.3211 -0.6172
H: 2.7032 -8.5280 -2.1254
H: 2.8363 -7.9158 -4.5394
H: 1.3760 -6.1010 -5.4391
H: -0.2008 -4.9051 -3.9253
N: 3.1610 2.1000 -1.4869
C: 2.7032 3.0596 -0.6023
C: 3.4892 4.2205 -0.3940
C: 3.0606 5.1788 0.5060
C: 1.8627 4.9764 1.1812
C: 1.1501 3.8167 0.9161
N: 1.5439 2.8454 0.0768
H: 2.4634 1.6888 -2.0991
H: 3.9936 2.3499 -2.0091
H: 4.3994 4.3395 -0.9767
H: 3.6336 6.0745 0.7062
H: 1.4695 5.6706 1.9151
H: 0.1991 3.6558 1.4340

Summary:
- Frontier orbital gap (spin up / spin down): 6.059 / 4.265 eV
- LUMO energy (spin up / spin down): -13.2 / -15.1 eV
- Total charge: +4
- ⟨S²⟩: 3.97
- Relative energy (zero: lowest compared OMol25 entry of this formula, charge and spin): 128.2 kJ/mol
- 2S+1: 4

# 5
The following is a DFT calculation (the ωB97M-V functional and the def2-TZVPD basis) of the ion C3H6NO2 with charge +1.

Element x y z (Å)
C: 2.2676 -0.3807 -0.2458
C: 1.1603 -0.0716 0.0849
C: -0.2752 -0.0088 0.2472
N: -1.0824 0.9413 -0.5550
O: -0.7318 0.0178 1.5173
O: -0.6303 -1.4549 -0.3912
H: 3.2530 -0.3204 -0.4763
H: -1.1531 0.4604 -1.5154
H: -2.0238 1.0945 -0.1029
H: -0.4090 1.7751 -0.8246
H: 0.0697 0.1067 2.0231
H: -0.4450 -2.1594 0.2387

Summary:
- Frontier orbital gap: 10.863 eV
- LUMO energy: -4.1 eV
- Total charge: +1
- SMILES: C#CC([NH3+])(O)O
- Relative energy (zero: lowest compared OMol25 entry of this formula, charge and spin): 298.4 kJ/mol

Question: Among the records above, which one has the highest relative energy (zero: lowest compared OMol25 entry of this formula, charge and spin)?
Answer: C3H6NO2